1.
Molecular formula: C33H36BrN9NaO7S3Se2
Method: DFT, wB97M-V/def2-TZVPD

```
92
Properties=species:S:1:pos:R:3:mulliken_charge:R:1
Na 2.127 -0.195 -0.305 1.18
S 2.114 6.729 -3.801 -0.01
N 1.830 6.364 -2.238 -0.73
C 2.082 5.084 -2.103 0.89
C 1.916 4.335 -0.871 0.86
C 1.416 4.914 0.292 -0.50
C 1.232 4.127 1.410 -0.76
C 1.547 2.775 1.313 -0.32
N 2.033 2.211 0.219 -0.19
C 2.236 2.967 -0.874 -0.29
C 2.769 2.290 -2.101 -0.36
N 3.098 1.039 -1.965 -0.73
C 3.452 0.232 -3.131 -0.16
C 3.637 1.033 -4.394 -0.76
C 3.339 2.334 -4.459 -1.20
C 2.848 3.046 -3.298 0.68
C 2.531 4.418 -3.302 0.57
N 2.598 5.266 -4.336 -0.78
H 1.174 5.969 0.289 0.51
H 0.842 4.536 2.333 0.44
H 1.381 2.112 2.159 0.37
H 4.379 -0.318 -2.907 0.31
H 4.015 0.512 -5.266 0.47
H 3.471 2.891 -5.380 0.45
O -4.181 1.779 -0.665 -0.52
C -3.857 0.928 -1.777 -0.93
C -2.701 1.533 -2.571 1.29
C -3.151 2.826 -3.274 -1.19
O -3.467 3.881 -2.388 -0.57
C -1.487 1.833 -1.695 -0.95
Se -0.805 0.180 -0.934 -0.05
C -2.291 0.528 -3.650 -1.51
Se -1.287 -1.002 -2.911 -0.27
H -5.010 1.479 -0.281 0.31
H -4.722 0.836 -2.443 0.51
H -3.581 -0.067 -1.419 0.32
H -4.006 2.592 -3.924 0.41
H -2.340 3.186 -3.910 0.47
H -3.950 3.501 -1.642 0.38
H -1.737 2.487 -0.861 0.59
H -0.699 2.303 -2.285 0.56
H -1.643 1.011 -4.379 0.55
H -3.163 0.125 -4.168 0.50
O 3.598 -3.619 -5.532 -0.60
C 3.259 -2.836 -4.447 1.37
C 2.530 -1.708 -4.547 -1.41
C 2.350 -0.863 -3.311 0.83
N 2.246 -1.705 -2.091 -0.21
C 3.039 -2.731 -2.124 0.27
Br 3.324 -3.623 -0.371 -0.28
C 3.684 -3.337 -3.174 -1.47
H 3.345 -3.130 -6.321 0.29
H 2.122 -1.382 -5.498 0.21
H 1.416 -0.298 -3.388 -0.29
H 4.326 -4.194 -3.074 0.43
S -1.949 2.187 2.309 -0.10
C -1.054 1.707 3.686 -0.67
C -1.153 0.364 3.857 -0.56
N -1.925 -0.291 2.923 0.20
C -2.403 0.556 2.061 -0.42
H -0.506 2.413 4.287 0.50
H -0.689 -0.208 4.646 0.48
H -3.009 0.284 1.210 0.59
C -4.226 -2.177 6.041 -1.33
C -3.696 -2.666 4.700 -0.18
S -2.097 -3.413 4.920 1.12
O -2.250 -4.629 5.679 -0.66
O -1.189 -2.399 5.401 -0.59
C -1.624 -3.844 3.257 -0.17
C -0.138 -4.198 3.181 -1.49
N 0.685 -3.028 2.909 0.56
C 0.681 -2.361 1.727 -0.02
N 1.374 -1.238 1.800 0.50
C 1.844 -1.158 3.073 -1.15
C 1.426 -2.248 3.775 0.18
N 1.803 -2.610 5.102 1.24
O 2.208 -1.711 5.815 -0.65
O 1.718 -3.780 5.435 -0.66
C -0.045 -2.835 0.520 -0.98
H -5.207 -1.724 5.904 0.40
H -3.557 -1.430 6.466 0.33
H -4.318 -3.001 6.746 0.34
H -3.548 -1.852 3.988 0.09
H -4.336 -3.431 4.258 0.45
H -1.859 -2.982 2.629 0.08
H -2.243 -4.696 2.976 0.59
H 0.020 -4.901 2.365 0.45
H 0.216 -4.667 4.094 0.56
H 2.477 -0.360 3.420 0.56
H -0.032 -3.921 0.443 0.37
H 0.457 -2.449 -0.369 -0.24
H -1.082 -2.486 0.534 0.33
```

Charge: -1
Largest force on an atom (eV/Å): 0.2
Relative energy (zero: lowest compared OMol25 entry of this formula, charge and spin) (kJ/mol): 60.5
E_LUMO (eV): 1.36
DFT total energy (hartree): -11032.3701
Kohn-Sham gap (eV): 4.343
HOMO level (eV): -2.982

2.
Molecular formula: C33H36Cl2N5O7RuSSi
Method: DFT, wB97M-V/def2-TZVPD

```
86
Properties=species:S:1:pos:R:3:lowdin_spin:R:1
Ru 0.374 -1.180 0.635 2.40
Cl 1.077 -0.566 3.499 0.03
C 1.939 0.970 3.462 0.00
Cl 0.895 2.353 3.038 0.00
H 2.727 0.875 2.719 0.00
H 2.333 1.159 4.452 0.00
O -0.059 -5.393 -0.007 0.00
C 0.462 -4.283 0.054 0.01
O -0.214 -3.177 0.041 0.11
C 1.974 -4.195 0.086 0.02
C 2.708 -5.248 -0.454 0.08
C 4.084 -5.177 -0.434 0.02
C 4.775 -4.101 0.121 0.12
C 4.064 -3.046 0.697 0.03
C 2.631 -3.106 0.668 0.05
O 1.932 -2.152 1.236 0.16
N 4.789 -1.991 1.257 0.27
O 6.070 -2.075 1.221 0.21
O 4.213 -0.964 1.782 0.22
N 4.851 -6.274 -1.021 0.00
O 6.072 -6.231 -0.960 -0.01
O 4.248 -7.197 -1.556 0.00
H 2.195 -6.100 -0.872 0.00
H 5.850 -4.061 0.117 0.01
C 3.242 4.270 0.664 0.00
C 2.083 4.151 -0.095 0.00
C 1.663 2.901 -0.532 0.00
C 2.392 1.744 -0.236 0.01
C 3.567 1.884 0.513 0.01
C 3.983 3.134 0.964 0.00
Si 1.878 0.001 -0.798 0.02
C 1.666 0.229 -2.687 0.00
C 0.567 0.801 -3.340 0.00
C 0.591 1.082 -4.701 0.00
C 1.718 0.784 -5.455 0.00
C 2.810 0.192 -4.837 0.00
C 2.781 -0.077 -3.474 0.00
H 3.565 5.243 1.017 0.00
H 1.501 5.033 -0.340 0.00
H 0.749 2.829 -1.113 0.00
H 4.155 0.998 0.750 0.00
H 4.887 3.216 1.556 0.00
H 3.168 -0.721 -0.775 0.00
H -0.330 1.032 -2.782 0.00
H -0.274 1.537 -5.172 0.00
H 1.742 1.005 -6.517 0.00
H 3.691 -0.062 -5.417 0.00
H 3.647 -0.533 -3.005 0.00
C -3.014 4.855 2.645 0.01
C -2.583 3.401 2.482 0.02
N -2.049 3.123 1.150 0.14
C -2.660 2.204 0.289 0.42
S -1.702 1.186 -0.678 0.14
N -4.058 2.212 0.323 0.15
C -4.819 1.512 -0.700 0.01
C -4.850 2.235 -2.042 0.01
H -3.392 5.039 3.654 0.00
H -3.798 5.110 1.928 0.00
H -2.170 5.524 2.463 0.00
H -3.430 2.738 2.660 0.00
H -1.821 3.161 3.229 0.00
H -1.044 3.034 1.115 0.00
H -4.409 3.148 0.498 0.01
H -5.831 1.366 -0.316 0.00
H -4.370 0.527 -0.823 0.00
H -5.325 3.216 -1.950 0.00
H -5.406 1.653 -2.781 0.00
H -3.834 2.375 -2.413 0.00
C -2.428 -0.030 2.999 0.00
C -2.946 -0.966 1.937 0.01
C -4.007 -1.811 2.260 0.00
C -4.558 -2.657 1.316 0.01
C -4.034 -2.673 0.031 0.00
C -2.962 -1.865 -0.318 0.01
C -2.390 -1.996 -1.706 0.00
C -2.403 -1.003 0.647 0.02
N -1.293 -0.152 0.323 0.21
H -3.257 0.528 3.440 0.00
H -1.702 0.671 2.592 0.00
H -1.940 -0.583 3.805 0.00
H -4.400 -1.793 3.271 0.00
H -5.383 -3.309 1.579 0.00
H -4.442 -3.348 -0.714 0.00
H -3.188 -1.978 -2.453 0.00
H -1.866 -2.950 -1.772 0.00
H -1.672 -1.216 -1.937 0.00
```

Charge: -2
Largest force on an atom (eV/Å): 0.7
Relative energy (zero: lowest compared OMol25 entry of this formula, charge and spin) (kJ/mol): 196.7
E_LUMO (alpha / beta) (eV): 3.89 / 3.83
Expectation value of S²: 8.791
DFT total energy (hartree): -3782.3471
Kohn-Sham gap (alpha / beta) (eV): 3.923 / 6.739
HOMO level (alpha / beta) (eV): -0.037 / -2.913
2S+1: 6